Entry 1:
75
Properties=species:S:1:pos:R:3:forces:R:3:mulliken_charge:R:1 method="wB97M-V/def2-TZVPD" homo_lumo_gap_ev="6.545 / 7.244" charge=+2 s_squared=0.78 e_above_lowest_kj_mol=163.78 multiplicity=2 lumo_ev="-5.497 / -5.709"
Br -1.96906 6.13887 0.28134 0.05 -0.16 -0.05 -0.101
Ti -0.35877 -1.00277 -0.44301 0.90 -1.28 0.12 -0.780
O 2.01417 -1.72207 0.00107 0.52 0.08 -0.31 -0.555
O 1.21867 -0.70208 -1.80482 -0.11 -0.11 -0.51 -0.705
N -1.52962 -1.76644 1.16398 -0.11 -1.06 0.49 1.005
N 3.55669 -0.04537 -2.71491 0.04 0.53 0.46 -0.127
N -1.67233 -3.29287 2.74311 0.17 -0.11 -0.17 -0.077
N 0.05726 -3.17949 -0.49378 -0.38 -0.57 0.73 0.629
N -2.03142 -2.30161 -1.89115 -0.36 0.61 -0.47 0.187
N -1.55615 0.27728 -1.29516 -1.87 0.38 -1.32 0.679
N -0.04495 -5.08667 0.59373 -0.08 0.15 0.16 -0.077
N 0.25955 0.24908 0.71870 0.95 1.40 0.62 0.375
C -0.97633 2.01834 2.59845 0.13 0.03 0.02 -0.070
C -2.43606 -0.01520 -2.22511 0.40 0.97 0.48 -0.253
C 2.15519 -1.22336 -1.10551 0.94 -0.05 0.27 1.706
C 0.65159 -5.32365 -0.56019 0.18 0.11 -0.26 -0.902
C -0.38668 -3.77706 0.60006 0.18 -0.21 -0.44 0.136
C -2.34842 -2.19062 3.19265 -0.16 0.25 -0.03 -1.087
C 2.91079 2.23332 0.03616 0.17 -0.07 -0.27 0.341
C -2.67345 2.08107 -0.11408 0.17 -0.24 -0.13 -0.252
C 0.93945 3.45366 2.36851 0.02 -0.11 -0.05 -0.418
C 4.29069 2.40324 -0.09806 -0.05 0.19 0.10 -0.937
C 2.40397 1.39702 1.02232 0.00 -0.48 -0.29 -0.205
C -0.65457 2.55478 -1.32967 0.00 -0.31 0.01 0.089
C 5.16111 1.73515 0.75619 0.00 -0.04 -0.11 -0.594
C 3.28357 0.73775 1.87690 -0.11 0.01 -0.05 0.230
C 0.29803 2.24591 2.07795 -0.27 0.10 0.11 1.009
C 0.30195 4.41767 3.12840 0.01 0.09 0.02 -1.062
C -2.25587 -1.25939 2.20401 -0.20 -0.07 0.11 -0.228
C -2.69416 -1.36275 -2.60350 -0.21 -1.00 -0.29 0.739
C -3.89168 -2.99608 -3.88179 0.07 -0.28 0.12 -0.333
C -1.60080 1.64151 -0.88223 -0.23 1.04 -0.10 -0.567
C 0.70543 -4.13084 -1.22130 0.06 -0.20 -0.04 -0.708
C -1.60344 2.97818 3.36930 -0.06 -0.03 0.09 -0.780
C -3.24776 -3.96774 -3.12368 -0.16 0.28 -0.22 -1.061
C -1.81895 4.31488 -0.19641 -0.09 0.10 0.12 -0.258
C -3.62433 -1.67379 -3.60510 0.27 0.35 0.29 -1.109
C -2.34474 -3.56744 -2.15484 0.14 -0.32 0.19 0.078
C -1.18419 -3.00272 1.51799 -0.41 0.32 0.31 -0.138
C -0.97427 4.18967 3.62172 0.06 -0.02 -0.09 -0.555
C 4.65355 0.89465 1.73636 -0.08 0.01 0.06 -0.988
C -0.75799 3.89084 -0.98217 0.06 0.01 0.01 -0.527
C 0.92092 1.21937 1.21516 -0.30 -0.16 0.25 -0.425
C -2.78088 3.41607 0.23534 0.01 0.12 -0.08 -0.707
C 3.55578 -1.18313 -1.76262 -0.39 -0.54 0.73 -1.088
H 3.73091 -2.12787 -2.27710 0.00 0.13 -0.12 0.368
H -3.02004 0.77949 -2.68060 0.03 0.03 0.04 0.361
H 2.23215 2.77998 -0.60877 -0.03 0.05 0.03 0.292
H -2.82022 -2.15604 4.15710 -0.06 -0.05 0.02 0.424
H 1.04980 -6.28925 -0.81140 -0.02 -0.06 0.03 0.459
H 1.93288 3.64588 1.98790 0.01 0.03 0.05 0.413
H -2.58422 2.78759 3.78238 -0.07 0.00 -0.01 0.472
H -4.59491 -3.27204 -4.65388 -0.03 0.01 -0.03 0.465
H -3.43554 -5.01786 -3.28858 -0.01 -0.04 0.05 0.459
H -4.12116 -0.87578 -4.13975 0.01 0.02 -0.01 0.489
H 2.55075 0.08732 -2.93858 0.11 0.08 -0.12 0.348
H -1.86416 -4.33458 -1.56178 0.13 0.07 0.02 0.295
H -1.47373 4.96042 4.19131 -0.02 -0.03 0.09 0.443
H 4.68505 3.14536 -0.78629 -0.07 -0.15 -0.09 0.496
H -2.68522 -0.27533 2.16979 -0.04 -0.08 0.00 0.649
H 4.11408 -0.18731 -3.55588 0.03 0.06 0.06 0.411
H -1.44917 1.07129 2.38516 0.11 0.19 0.05 0.346
H 5.31914 0.38708 2.41973 0.06 -0.01 0.01 0.459
H -3.61600 3.75831 0.82860 -0.01 0.02 0.04 0.513
H -3.42038 1.36594 0.20900 -0.05 0.02 0.01 0.503
H 2.88842 0.11658 2.66876 -0.02 -0.09 0.00 0.516
H 3.88383 0.79006 -2.19105 -0.16 -0.21 -0.46 0.200
H 0.14955 2.19712 -1.96284 0.03 0.09 0.02 0.461
H 0.80358 5.35034 3.34322 0.01 0.05 -0.03 0.450
H 1.14111 -3.91234 -2.18052 0.05 -0.03 -0.01 0.572
H 6.22774 1.89459 0.68203 0.03 0.02 -0.03 0.458
H -0.02687 4.60697 -1.32989 0.01 0.02 -0.02 0.482
H 4.30826 -1.06009 -0.98595 0.04 0.13 -0.14 0.294
H -0.24542 -5.77819 1.29785 -0.02 0.03 0.01 0.190
H -1.58168 -4.15277 3.25971 0.09 0.00 -0.05 0.181

---

Entry 2:
79
Properties=species:S:1:pos:R:3:forces:R:3:mulliken_charge:R:1 method="wB97M-V/def2-TZVPD" homo_lumo_gap_ev=4.258 charge=-2 e_above_lowest_kj_mol=0.00 multiplicity=1 lumo_ev=3.441
Se -3.37708 -1.85631 -1.27385 0.18 -0.15 0.06 -0.494
Se 1.01703 -2.81273 -1.33923 -0.05 0.17 -0.05 -0.419
Se -2.72250 2.42215 5.99605 -0.39 0.26 0.94 0.109
Ca 0.05603 0.27237 -1.11728 -0.05 -1.93 0.25 1.560
O -2.04157 -6.50427 -2.02922 -0.01 0.58 -0.05 -0.546
O -0.15120 -3.53449 -4.32729 -0.21 0.12 0.35 -0.681
O -2.50697 3.92430 -1.19534 0.07 -0.26 -0.21 -0.723
O -0.90276 0.14696 -3.14867 -0.46 0.70 -0.71 -0.789
N -0.94154 -0.53558 0.88083 -0.25 -0.27 1.09 0.594
N -1.96435 3.33192 4.66500 -0.10 0.12 0.32 -0.902
N -2.61809 0.83993 5.18180 -0.09 0.11 0.23 -0.909
N 1.92573 1.12818 -2.02486 1.24 0.68 -0.56 0.275
N 2.20235 0.06849 0.65944 0.17 0.03 -0.16 0.660
N -1.60585 1.89371 -1.85828 -0.23 0.26 -0.33 -0.121
N -0.05190 2.02321 0.46374 -0.23 0.69 0.79 1.445
C -0.38127 -4.23439 -1.42207 -0.02 0.39 -0.12 -1.646
C -2.92719 -3.75408 -1.69360 0.17 0.28 -0.12 -1.695
C -1.93450 -2.22936 2.26940 0.14 -0.03 -0.26 -0.922
C -1.77595 -5.49689 -3.03946 -0.06 -0.18 0.22 -1.503
C -1.31631 -1.80947 1.07806 -0.08 0.64 0.02 0.212
C 2.86185 2.55910 4.12813 0.00 -0.06 -0.03 -0.715
C 3.61561 1.81200 -3.39267 -0.14 -0.06 0.18 -0.878
C 0.33325 3.26532 0.19559 0.04 -0.40 -0.06 -0.565
C -0.74755 1.77703 1.58537 0.11 -0.11 -0.22 -1.278
C 4.40988 0.89510 4.89965 -0.08 0.00 -0.06 -0.567
C 2.46138 -0.55960 1.95413 -0.06 0.22 -0.11 -1.686
C -2.31031 3.05364 -2.03592 0.13 -0.21 0.06 0.229
C -1.03191 2.79590 2.49513 -0.09 -0.10 0.13 1.318
C 3.85354 2.16133 5.02175 -0.04 -0.05 -0.08 -0.448
C 3.13111 0.86816 -1.41269 -0.04 0.10 -0.11 -0.054
C -2.18278 -1.30949 3.24226 -0.05 0.37 0.30 -0.932
C 0.05160 4.33850 1.02909 0.04 0.11 0.00 -1.086
C -1.59159 -4.11556 -2.40294 0.00 -0.30 0.32 2.843
C 2.22947 1.68922 -3.21787 0.26 -0.08 0.28 -0.786
C 3.21478 0.26659 -0.10109 -0.28 0.13 -0.03 -0.439
C -0.63500 4.09605 2.19275 -0.06 0.04 0.25 -0.783
C 4.19383 1.27271 -2.22909 0.02 -0.02 0.00 -0.860
C -1.18450 0.37269 1.83917 0.12 -0.12 -0.24 -0.926
C -2.06034 1.06777 4.03421 0.29 -0.14 -0.77 0.853
C -1.31956 -3.16518 -3.56159 0.31 -0.24 -0.25 -0.920
C 3.96920 0.02962 3.90036 0.01 0.04 0.11 -0.620
C -1.69596 2.45753 3.75472 0.28 -0.40 -0.85 0.743
C -2.83171 3.14857 -3.47984 0.09 -0.14 -0.03 -0.557
C -1.80664 0.03219 3.03952 -0.13 0.03 0.15 0.989
C 2.96408 0.40680 3.01579 -0.06 0.09 -0.14 0.528
C -1.53493 1.20736 -3.02355 -0.14 -0.11 -0.19 0.287
C -2.28135 1.89358 -4.15734 -0.11 0.09 0.11 -0.500
C 2.42614 1.69117 3.13514 0.01 -0.02 0.00 0.332
H 1.52117 -0.99732 2.30027 -0.01 -0.05 -0.01 0.238
H -2.21574 -3.26650 2.38299 0.00 -0.01 -0.03 0.479
H 0.89643 3.39899 -0.72664 -0.11 -0.08 0.09 0.454
H -2.17753 -3.17934 -4.24264 0.08 0.00 -0.07 0.576
H -0.87110 4.88772 2.89423 0.01 -0.02 -0.05 0.511
H -1.04349 -2.51074 0.30860 0.03 0.08 -0.07 -0.434
H 4.19091 2.83443 5.80235 0.00 -0.02 -0.04 0.356
H 1.44574 1.96121 -3.91516 0.03 -0.04 0.06 0.355
H -3.91876 3.19156 -3.45640 -0.07 0.00 0.01 0.273
H -2.98141 -4.30918 -0.76064 0.00 -0.13 0.05 0.439
H -1.58149 2.09533 -4.96882 0.00 0.01 -0.01 0.235
H 4.12897 2.22479 -4.25208 -0.06 -0.06 0.07 0.391
H 5.19229 0.57892 5.58127 -0.02 0.00 -0.03 0.357
H -1.98700 -7.35732 -2.44985 0.05 -0.30 -0.21 0.299
H -0.74424 -4.39526 -0.40748 -0.10 -0.08 0.00 0.524
H -2.67285 -1.57564 4.17435 0.07 0.01 -0.10 0.459
H 1.66567 2.00523 2.42822 0.11 0.00 0.06 0.525
H -0.87009 -5.74601 -3.59768 0.02 -0.05 0.04 0.510
H 5.25025 1.17527 -1.99756 -0.16 0.01 -0.04 0.442
H 3.17276 -1.38242 1.86277 0.09 -0.11 -0.04 0.513
H -2.61374 -5.45188 -3.74644 -0.07 -0.05 0.03 0.466
H 0.36240 5.33730 0.75420 0.01 -0.03 0.00 0.451
H 0.60555 -3.29516 -3.74980 -0.27 0.02 -0.10 0.342
H 4.41185 -0.95779 3.80873 -0.02 0.05 0.00 0.359
H -2.47187 4.07945 -3.91441 0.01 0.06 -0.05 0.218
H 2.42597 3.55190 4.20138 0.03 -0.11 0.00 0.418
H -3.04497 1.21282 -4.53497 0.01 0.00 0.03 0.247
H 0.19717 -5.11359 -1.68230 -0.02 -0.19 -0.01 0.354
H -3.74934 -4.10464 -2.31833 -0.02 -0.08 -0.05 0.413
H 4.22011 -0.01972 0.22154 0.17 -0.04 0.04 0.240
H -1.22728 -2.16415 -3.17305 0.06 0.32 0.05 -0.037

---

Entry 3:
77
Properties=species:S:1:pos:R:3:forces:R:3:mulliken_charge:R:1 method="wB97M-V/def2-TZVPD" homo_lumo_gap_ev="6.682 / 6.518" charge=+1 s_squared=6.03 multiplicity=5 lumo_ev="-3.924 / -4.863"
Se 3.64920 5.74328 -2.41587 -0.07 0.24 0.18 0.314
Ge 0.79505 -1.92345 -1.65718 0.14 -0.40 -0.49 1.027
Cr 0.04636 -0.35736 0.40977 -0.11 0.19 0.62 -1.724
F -1.41913 0.01458 5.42559 -0.02 0.03 0.01 -0.335
F -2.82061 3.58873 2.79575 0.00 -0.01 0.00 -0.337
N -0.21650 1.13284 -0.99690 0.03 0.05 -0.09 1.194
N -4.31300 -2.26239 -3.46451 -0.15 -0.03 0.02 -0.559
N 2.03548 5.05637 -2.68003 0.05 -0.22 -0.19 -0.856
N 4.09620 4.52631 -1.20536 0.08 -0.24 -0.17 -0.864
N 1.87541 0.61553 0.55998 0.15 0.17 -0.06 0.728
N 0.46060 -1.62743 1.99403 0.12 0.10 0.05 0.981
N -1.57715 -1.29548 -0.04546 -0.33 -0.34 -0.29 -0.946
N -3.31617 -2.50464 -1.21720 -0.42 -0.65 0.27 -0.712
C -1.30572 1.35573 -1.72708 0.00 0.03 -0.02 -0.653
C 0.81632 1.99691 -1.08045 0.03 -0.08 0.06 -0.221
C -0.35879 -1.75973 -3.23114 0.02 0.12 0.09 -0.791
C 0.78483 3.10550 -1.91612 0.05 0.09 -0.02 0.685
C -1.41460 2.44674 -2.58257 0.00 -0.02 0.00 -1.220
C 1.97272 1.70470 -0.23351 -0.12 -0.04 -0.03 -0.218
C 0.39100 -1.86635 4.35993 -0.04 -0.03 0.02 -1.222
C -0.74658 0.06854 3.14767 0.03 -0.02 0.00 -0.471
C 3.10043 2.51618 -0.24883 0.05 0.10 -0.02 0.524
C -1.51541 1.91732 1.79440 0.04 0.01 0.00 -0.751
C 3.12782 -2.33822 -4.36679 0.01 -0.03 0.04 0.165
C 3.29486 -2.61197 -2.87293 0.03 0.04 -0.04 -0.928
C 1.95565 3.97740 -1.94571 -0.11 0.07 0.05 0.740
C -0.70141 -2.51378 -6.27744 0.00 -0.03 0.04 -1.171
C -0.64335 -3.14906 -3.81243 -0.01 0.04 -0.11 -0.681
C 2.69894 -1.50760 -1.98086 -0.06 0.07 0.04 -0.593
C 3.48367 -3.54740 -5.22169 0.02 0.01 0.02 -1.594
C -0.36117 3.32849 -2.68211 0.02 0.02 -0.01 -0.679
C 1.19233 -2.74793 1.91876 -0.05 -0.03 -0.04 -0.319
C -2.15093 2.43556 2.90996 -0.01 0.03 0.01 0.234
C 4.17278 2.18262 0.57875 0.00 0.01 -0.01 -0.660
C 2.90226 0.31544 1.34970 0.02 -0.01 0.06 -0.290
C 1.56526 -3.47279 3.02674 -0.02 -0.01 0.05 -1.032
C -3.85518 -2.36763 -2.40989 0.27 0.34 -0.03 0.546
C 3.09946 3.68310 -1.12726 0.01 0.04 0.13 0.618
C -2.13099 1.80787 4.13796 -0.01 -0.01 0.01 -0.933
C -2.42470 -1.86566 -0.64135 0.26 0.42 -0.10 0.941
C 1.15718 -3.01137 4.27179 0.01 -0.02 -0.03 -0.497
C -0.81713 0.72683 1.90730 0.12 -0.11 -0.09 1.505
C -1.42423 0.62794 4.22838 0.03 0.02 0.02 0.420
C -1.47404 -3.09155 -5.09602 0.01 0.09 -0.06 -0.601
C 0.03827 -1.17711 3.19933 -0.03 0.04 0.00 0.647
C 4.06910 1.07016 1.38361 -0.02 -0.02 0.01 -1.145
H 1.47396 -3.07482 0.92619 0.01 0.04 0.00 0.426
H 2.77338 -0.52949 -2.46379 0.04 0.01 0.00 0.500
H 0.73528 -3.39635 -1.18448 -0.06 0.09 0.16 -0.028
H 2.85102 -3.58679 -2.63772 -0.01 0.01 0.04 0.345
H -1.59511 2.46459 0.86312 -0.02 -0.01 0.00 0.463
H 3.75668 -1.48803 -4.64454 -0.02 0.03 0.01 0.436
H -2.64942 2.21353 4.99416 0.00 0.01 0.00 0.531
H -2.32123 2.58474 -3.15356 0.00 0.00 0.00 0.537
H 4.35857 -2.71386 -2.63990 0.01 -0.02 -0.04 0.420
H -2.38011 -2.50753 -4.91332 0.07 -0.08 -0.02 0.202
H 5.05844 2.80394 0.57480 0.00 0.00 0.00 0.578
H 0.22149 -3.07281 -6.45135 0.02 0.00 -0.02 0.209
H -2.11097 0.64420 -1.61399 -0.01 0.00 0.01 0.592
H -1.29289 -2.55886 -7.19116 -0.01 0.01 0.00 0.440
H 4.49576 -3.89480 -5.00640 0.00 0.00 -0.01 0.414
H -0.39971 4.19022 -3.33527 -0.01 0.00 0.00 0.576
H 3.21514 -1.43669 -1.02255 0.01 -0.05 0.01 0.390
H 2.79074 -0.55385 1.98371 -0.03 -0.01 -0.02 0.378
H 3.43166 -3.31214 -6.28425 -0.01 0.00 0.00 0.390
H -1.15437 -3.75965 -3.06407 -0.03 0.02 0.02 0.407
H 2.15196 -4.37247 2.91393 0.00 0.00 0.00 0.489
H 2.09712 -2.03801 -4.57349 -0.03 0.00 -0.03 -0.039
H -1.80617 -4.10299 -5.33828 0.01 -0.01 -0.01 0.404
H -1.29287 -1.24988 -2.98635 0.00 -0.04 -0.02 0.542
H 4.87181 0.77515 2.04357 0.00 0.01 0.00 0.495
H 0.30476 -3.65612 -4.02935 0.00 -0.04 0.04 0.372
H 0.16946 -1.12690 -3.94754 -0.02 0.03 -0.01 0.631
H 0.06502 -1.50195 5.31913 0.01 -0.01 -0.01 0.585
H -0.43387 -1.46694 -6.11786 0.01 0.01 -0.01 0.261
H 1.43224 -3.54545 5.17155 0.00 0.00 0.00 0.459
H 2.80037 -4.37697 -5.02805 0.01 0.00 0.00 0.331